Entry from OMol25: one molecule with the formula C4H7NS at a distorted geometry (ωB97M-V/def2-TZVPD).

* energy above the lowest of the compared OMol25 structures with the same formula, charge and spin: 4.8851 eV
* net charge: 0
* SMILES: S=C[C@H]1CCN1

Last columns: bonded neighbours and bond lengths (Å).
Geometry (Å):
1 S 2.05 0.21 -1.15  C2 1.790
2 C 1.00 -0.79 -0.11  S1 1.790, C3 1.485, H7 1.124
3 C -0.17 0.12 0.05  C2 1.485, C4 1.667, N6 1.594, H8 1.103
4 C -1.72 -0.39 -0.29  C3 1.667, C5 1.569, H9 1.116, H10 1.152
5 C -2.27 0.14 1.08  C4 1.569, N6 1.631, H11 1.254, H12 1.074
6 N -0.72 0.34 1.53  C3 1.594, C5 1.631, H13 1.024
7 H 1.16 -1.77 0.42  C2 1.124
8 H 0.35 1.00 -0.36  C3 1.103
9 H -1.66 -1.50 -0.27  C4 1.116
10 H -2.29 0.25 -1.07  C4 1.152
11 H -3.00 1.16 1.06  C5 1.254
12 H -2.70 -0.69 1.60  C5 1.074
13 H -0.70 1.29 1.92  N6 1.024